Entry 1:
# C6H10N2

2 unconnected molecules or ions with the total composition C6H10N2 (ωB97M-V/def2-TZVPD, OMol25).

Atoms and positions in Å:
C 2.57215 0.30149 0.85825
C 1.88044 1.33704 0.29568
C 1.17976 1.11148 -0.88986
N 1.14491 -0.08230 -1.44533
C 1.68830 -1.12058 -0.84674
C 2.51230 -0.97759 0.30217
H 3.11652 0.47959 1.74262
H 1.80362 2.29852 0.80122
H 0.66075 1.88462 -1.41138
H 1.55733 -2.08799 -1.26335
H 3.16120 -1.82181 0.61405
C -2.95949 -0.42250 0.73393
N -3.17055 0.39841 -0.52209
H -3.79325 -0.37559 1.37183
H -2.66849 -1.45319 0.52550
H -2.14456 0.16791 1.19585
H -2.45765 0.16645 -1.18723
H -4.08327 0.19603 -0.87513

Atoms 1-3, force components in eV/Å:
0.0 -1.2 -0.3
-1.1 0.8 -0.4
0.9 -0.2 0.8

Computed properties:
Spin multiplicity: 1
Orbital gap in eV: 10.12
SMILES: c1ccncc1.CN
Net charge: 0
Highest occupied orbital energy in eV: -9.15



Entry 2:
# N2

A single N2 molecule (ωB97M-V/def2-TZVPD, OMol25).

Atoms and positions in Å:
N 0.00000 0.00000 0.60606
N 0.00000 0.00000 -0.60606

Atomic forces in eV per Å
0.0 0.0 -12.9
0.0 0.0 12.9

Computed properties:
Spin multiplicity: 1
Orbital gap in eV: 15.28
SMILES: N#N
Net charge: 0
Highest occupied orbital energy in eV: -14.60



Entry 3:
# C37H77N3O10

10 unconnected molecules or ions with the total composition C37H77N3O10 (ωB97M-V/def2-TZVPD, OMol25).

Atoms and positions in Å:
C 5.72767 1.48092 2.72789
N 5.42080 0.30383 1.97521
C 4.28285 -0.49125 2.36649
C 6.20689 -0.14700 0.98994
O 6.36034 -1.28856 0.51466
H 6.61730 1.87362 2.23785
H 5.96024 1.27522 3.79595
H 4.85633 2.11593 2.72294
H 3.42208 0.11011 2.15899
H 4.29352 -1.48297 1.84601
H 4.29432 -0.67690 3.43138
H 6.87296 0.69758 0.61220
C 1.31761 4.43214 -0.23201
N 2.17354 4.48726 0.90446
C 3.37738 5.28593 0.68440
C 2.09538 3.82089 2.05087
O 2.96417 3.83468 2.93071
H 1.70722 3.94440 -1.19385
H 0.93472 5.43484 -0.54772
H 0.49493 3.80751 0.06075
H 3.99174 5.23862 1.59618
H 3.92655 4.79228 -0.05664
H 3.04042 6.26247 0.34030
H 1.14479 3.16480 2.04875
C -4.05490 -3.63276 3.48429
N -3.48922 -4.31703 4.66290
C -4.31432 -5.31372 5.37527
C -2.15736 -4.14010 4.91132
O -1.56545 -4.72788 5.79792
H -4.32688 -4.27594 2.61487
H -3.40500 -2.80708 3.23554
H -5.07509 -3.14732 3.76345
H -4.02174 -6.34055 5.07070
H -4.04951 -5.32370 6.46595
H -5.35436 -5.07964 5.23271
H -1.73512 -3.36491 4.16861
C 1.86312 -2.38195 4.57351
C 1.16894 -2.46889 5.92070
C 0.11397 -1.38087 5.76679
O -0.34577 -1.58584 4.45585
C 0.83256 -1.67083 3.74990
H 2.22053 -3.37348 4.23588
H 2.76395 -1.72510 4.66663
H 1.82645 -2.28846 6.79903
H 0.59006 -3.37751 6.13994
H 0.51572 -0.29195 5.90019
H -0.74989 -1.45778 6.48137
H 1.19134 -0.65268 3.55813
H 0.64012 -2.15312 2.79223
C -2.91819 4.08170 1.70257
C -2.13642 5.10900 0.88473
C -1.21664 5.58667 1.95271
O -0.81668 4.45122 2.70110
C -1.89788 3.44457 2.58254
H -3.37863 3.30052 1.04249
H -3.72463 4.71948 2.15112
H -2.69821 6.00542 0.63938
H -1.61687 4.80642 -0.03445
H -1.73169 6.28609 2.68581
H -0.29590 6.02097 1.59161
H -2.18863 3.12726 3.52344
H -1.47327 2.59418 2.04638
C -3.79402 -1.55122 -1.83838
C -4.93765 -0.55627 -1.87606
C -5.81094 -0.91088 -3.06429
O -5.12649 -1.96460 -3.72930
C -3.79786 -1.99391 -3.34883
H -3.68900 -2.39375 -1.12715
H -2.81406 -1.01002 -1.61495
H -4.59548 0.43017 -2.07929
H -5.53225 -0.60818 -0.99371
H -5.94809 -0.03580 -3.71841
H -6.81210 -1.25181 -2.82980
H -3.23295 -1.22660 -3.87839
H -3.29813 -2.96110 -3.62728
C 5.26920 -3.51721 -2.76632
C 4.74605 -2.35120 -3.62956
C 4.31736 -1.36048 -2.51987
O 3.68051 -2.13036 -1.55292
C 4.27832 -3.39021 -1.55592
H 6.31016 -3.26678 -2.44479
H 5.27480 -4.58426 -3.14022
H 3.89663 -2.49406 -4.25743
H 5.56605 -2.01901 -4.29040
H 3.56668 -0.67878 -2.93422
H 5.11873 -0.84278 -2.06814
H 3.42318 -4.10211 -1.70879
H 4.76887 -3.66305 -0.63697
C -0.84348 -0.32095 0.88124
C -0.31561 -1.33066 -0.16216
C -0.87467 -2.64099 0.32941
O -1.71513 -2.44603 1.46250
C -2.11038 -1.07620 1.36104
H -1.03455 0.66101 0.45648
H -0.11684 -0.22250 1.77249
H 0.78504 -1.29924 -0.27508
H -0.70083 -1.05594 -1.10100
H -0.04174 -3.33064 0.52720
H -1.52494 -3.19106 -0.38982
H -2.49249 -0.78569 2.34103
H -2.93860 -0.85567 0.60538
C 0.51648 -1.08796 -7.01965
C 1.42721 -0.11379 -6.26858
C 0.73542 0.08293 -4.94283
O -0.41024 -0.75132 -4.89866
C -0.28060 -1.74249 -5.93177
H 0.99926 -1.77577 -7.64085
H -0.24324 -0.54265 -7.55777
H 1.51827 0.84158 -6.76905
H 2.51296 -0.52628 -6.12886
H 0.34731 1.13235 -4.92062
H 1.31648 -0.15438 -3.95275
H -1.35539 -2.03239 -6.32255
H 0.14755 -2.63158 -5.52178
C -3.16668 3.18472 -3.55493
C -2.03974 2.18096 -3.92068
C -1.14500 2.14437 -2.67493
O -1.85188 2.79806 -1.58089
C -2.59714 3.82994 -2.22082
H -4.08728 2.69803 -3.36695
H -3.28212 3.92572 -4.34150
H -1.43708 2.56431 -4.84347
H -2.48065 1.22643 -4.14719
H -0.17048 2.64631 -2.90221
H -1.00638 1.08564 -2.37779
H -1.97000 4.65333 -2.48906
H -3.37256 4.16196 -1.54004

Atoms 1-3, force components in eV/Å:
0.2 -0.1 0.2
-0.3 -1.8 -0.2
0.4 -1.0 0.0

Computed properties:
Spin multiplicity: 1
Orbital gap in eV: 9.21
SMILES: CN(C)C=O.CN(C)C=O.CN(C)C=O.C1CCOC1.C1CCOC1.C1CCOC1.C1CCOC1.C1CCOC1.C1CCOC1.C1CCOC1
Net charge: 0
Highest occupied orbital energy in eV: -8.86



Entry 4:
# CH2N4O3

A molecular structure, CH2N4O3 (ωB97M-V/def2-TZVPD, OMol25).

Atoms and positions in Å:
C 1.75698 -0.31178 0.08397
N 2.91392 -0.66449 -0.08544
N 0.61654 -0.02336 0.35456
N -0.86655 0.34203 -0.75876
N -1.57302 -0.64949 0.03334
O -1.48988 -1.75059 -0.42037
O -2.28646 -0.15670 0.86779
O -1.28197 1.55144 -0.39427
H 3.81553 -0.06040 -0.17570
H -1.60509 1.72334 0.49487

Atoms 1-3, force components in eV/Å:
1.5 0.5 -1.5
1.9 0.7 -0.1
-2.7 0.9 0.3

Computed properties:
Spin multiplicity: 1
Orbital gap (spin up / spin down) in eV: 8.18 / 8.19
Net charge: 0
Highest occupied orbital energy (spin up / spin down) in eV: -10.04 / -10.05



Entry 5:
# C44H113N7O16

9 unconnected molecules or ions with the total composition C44H113N7O16 (ωB97M-V/def2-TZVPD, OMol25).

Atoms and positions in Å:
C -6.56978 8.37660 3.06998
O -6.08805 7.23789 2.41865
C -5.73645 7.56886 1.07679
C -5.79417 6.34701 0.18395
N -5.25212 6.69624 -1.08439
C -4.71878 5.61572 -1.90110
C -3.19215 5.68860 -1.94599
O -2.79559 4.56045 -2.71621
C -1.42812 4.45560 -2.84675
H -5.83528 9.17218 3.04765
H -6.73144 8.15387 4.09513
H -7.52196 8.75882 2.67730
H -4.71169 8.00689 1.02903
H -6.45746 8.33281 0.75407
H -6.76984 5.93987 0.23590
H -5.10004 5.64895 0.61119
H -5.95148 7.18095 -1.66430
H -5.11411 5.79268 -2.86717
H -5.01546 4.61180 -1.67098
H -2.76965 5.57946 -0.94613
H -2.88854 6.63339 -2.36485
H -1.13812 3.41737 -3.14667
H -0.86111 4.64935 -1.94589
H -1.06340 5.19971 -3.57667
C 0.06675 -3.09827 -1.07515
O 0.08790 -3.16033 0.27058
C -0.55466 -2.04206 0.94819
C -0.91257 -2.46501 2.38027
N -2.29814 -2.81097 2.55715
C -2.79679 -3.75647 1.60160
C -2.46918 -5.25216 1.91187
O -3.13812 -6.04145 0.93968
C -2.50375 -5.95591 -0.32990
H 0.53849 -2.22325 -1.54045
H -0.95883 -3.24058 -1.50048
H 0.62580 -3.97903 -1.46430
H -1.48600 -1.71050 0.42883
H 0.10964 -1.17155 0.98324
H -0.71901 -1.63411 3.05471
H -0.21088 -3.21320 2.74931
H -2.89042 -1.97076 2.53480
H -2.50922 -3.57169 0.56652
H -3.90464 -3.72533 1.63442
H -2.87446 -5.45878 2.91711
H -1.38652 -5.47836 1.98217
H -2.53742 -6.87133 -0.90437
H -1.45496 -5.61574 -0.28118
H -3.13616 -5.31665 -0.95673
C 2.62052 -1.68309 2.67069
O 2.35230 -0.84940 1.57993
C 2.89326 -1.20331 0.26487
C 4.30194 -0.60305 0.07097
N 4.32050 0.84941 0.30835
C 5.60435 1.53657 0.54415
C 5.49326 2.43383 1.77226
O 5.45946 1.60820 2.91223
C 4.97402 2.36704 3.99001
H 1.75784 -1.51190 3.35876
H 3.51234 -1.46282 3.28959
H 2.64224 -2.71985 2.37710
H 2.21193 -0.81080 -0.49693
H 2.86347 -2.26234 0.17695
H 4.62878 -0.79677 -0.95174
H 5.04484 -1.09917 0.68322
H 3.74217 1.02388 1.14494
H 5.83619 2.26458 -0.24962
H 6.53385 0.94261 0.64776
H 4.52597 2.99544 1.77201
H 6.36939 3.11763 1.88951
H 5.06963 1.75733 4.89927
H 3.97025 2.69663 3.91792
H 5.64979 3.24988 4.16268
C 5.66163 -8.67162 0.02032
O 5.28795 -7.65803 -0.85687
C 6.21548 -6.61519 -0.81014
C 6.07814 -5.62354 -1.92561
N 4.95326 -4.78082 -1.79976
C 4.97702 -3.73051 -2.83357
C 3.73778 -2.88954 -2.81061
O 3.94839 -1.90862 -3.78561
C 2.89741 -0.99236 -3.85830
H 4.91029 -9.40677 0.07045
H 5.82265 -8.32297 1.03411
H 6.60034 -9.16044 -0.27694
H 7.21647 -7.05997 -1.07545
H 6.36037 -6.21886 0.22531
H 6.26911 -6.13767 -2.90268
H 6.98367 -4.97997 -1.83753
H 4.02020 -5.08908 -1.76257
H 5.00885 -4.11313 -3.87489
H 5.83769 -3.03499 -2.68729
H 3.62746 -2.48173 -1.79632
H 2.86722 -3.47296 -3.11055
H 3.28836 -0.17106 -4.51121
H 2.78651 -0.49317 -2.86962
H 1.95477 -1.43394 -4.18054
C -0.99121 -2.34476 -4.25231
O 0.15495 -3.13342 -4.26907
C 0.23205 -4.06632 -5.33561
C 1.33619 -5.09975 -5.05079
N 1.16683 -5.70868 -3.77907
C 2.32704 -6.58461 -3.36665
C 2.11809 -7.12937 -1.94462
O 2.02984 -6.00181 -1.06637
C 1.61426 -6.23656 0.25775
H -1.80949 -3.01011 -4.06921
H -1.20662 -1.85354 -5.19755
H -0.89782 -1.58887 -3.47138
H 0.46929 -3.51406 -6.27563
H -0.75193 -4.59231 -5.41941
H 2.31798 -4.54967 -5.15467
H 1.43544 -5.82817 -5.82041
H 1.07851 -4.95345 -3.13455
H 3.24699 -6.00166 -3.46826
H 2.36853 -7.43361 -4.06512
H 2.96940 -7.74166 -1.69510
H 1.20380 -7.65637 -1.76565
H 0.54368 -6.53502 0.31216
H 1.70210 -5.30398 0.76540
H 2.20809 -7.04748 0.73747
C 1.99701 3.75234 1.14442
O 0.65375 4.19945 1.01967
C 0.06645 4.32357 2.36524
C -1.31394 4.87945 2.16516
N -1.92656 5.24125 3.53839
C -3.34625 5.55920 3.28051
C -3.98829 5.66991 4.58932
O -3.85604 4.41097 5.19260
C -4.24835 4.36673 6.53025
H 2.40913 3.45806 0.17198
H 2.04833 2.85343 1.84335
H 2.59870 4.55039 1.58761
H 0.64130 4.96427 2.99802
H 0.03755 3.33880 2.78551
H -1.98668 4.21481 1.56186
H -1.31589 5.84137 1.63682
H -1.89788 4.44692 4.14125
H -3.86517 4.74793 2.74976
H -3.32919 6.47787 2.70282
H -5.07988 5.77085 4.54937
H -3.45603 6.45964 5.15498
H -3.52341 4.95976 7.06982
H -4.29447 3.34809 6.88598
H -5.25428 4.75710 6.62489
C -5.11251 -0.03592 -2.68775
O -4.75268 0.52261 -1.48080
C -4.01944 1.71957 -1.63991
C -3.38134 2.04048 -0.24296
N -2.77451 0.81072 0.31335
C -1.87937 1.04660 1.45015
C -2.62523 1.57064 2.67355
O -3.19941 0.38449 3.31210
C -3.94528 0.81499 4.46747
H -5.58017 -1.01198 -2.44594
H -4.19038 -0.22227 -3.27719
H -5.76848 0.63286 -3.30821
H -4.63677 2.55834 -1.97503
H -3.22592 1.64474 -2.38760
H -4.12335 2.41504 0.44549
H -2.61781 2.79872 -0.41668
H -3.49508 0.15733 0.53812
H -1.06765 1.71188 1.23302
H -1.37072 0.09919 1.69798
H -3.43994 2.23959 2.49665
H -1.85114 2.01917 3.28811
H -4.57669 1.67741 4.24569
H -3.26162 0.99967 5.26486
H -4.63535 0.03722 4.80697
C 4.70658 2.50448 -2.57087
O 3.57850 2.57836 -1.64292
H 5.47511 3.29137 -2.38063
H 5.16950 1.52777 -2.51031
H 4.26412 2.79759 -3.49069
H 3.66977 1.94176 -0.94302
C 0.24796 1.28333 -1.72157
O 1.10786 1.89065 -2.67657
H -0.45850 0.67589 -2.30343
H 0.81732 0.74285 -0.96405
H -0.42858 1.95389 -1.17337
H 1.87397 2.24884 -2.20436

Atoms 1-3, force components in eV/Å:
-0.1 0.4 0.0
-0.1 -0.2 -0.6
0.1 0.4 0.4

Computed properties:
Spin multiplicity: 1
Orbital gap in eV: 8.90
SMILES: COCCNCCOC.COCCNCCOC.COCCNCCOC.COCCNCCOC.COCCNCCOC.COCCNCCOC.COCCNCCOC.CO.CO
Net charge: 0
Highest occupied orbital energy in eV: -8.26



Entry 6:
# C3H4N2OS

A single C3H4N2OS molecule (ωB97M-V/def2-TZVPD, OMol25).

Atoms and positions in Å:
N -0.36981 1.63895 -0.29337
C 0.29966 0.35583 0.07696
C 1.57107 0.00525 -0.00027
O 1.70501 -1.35918 -0.04068
N 0.39068 -1.83058 -0.11938
C -0.48224 -0.86393 -0.15949
S -2.26944 -0.69005 0.02094
H -1.19423 1.93231 0.37609
H 0.36130 2.32512 0.10632
H 2.45175 0.64663 0.30387
H -2.46374 -2.16035 -0.27100

Atoms 1-3, force components in eV/Å:
1.6 1.5 3.9
-4.1 1.4 -2.7
2.6 0.7 1.9

Computed properties:
Spin multiplicity: 1
Orbital gap in eV: 9.77
SMILES: Nc1conc1S
Net charge: 0
Highest occupied orbital energy in eV: -9.29



Entry 7:
# C3H3N5O

A single C3H3N5O molecule (ωB97M-V/def2-TZVPD, OMol25).

Atoms and positions in Å:
O -2.20134 1.05015 0.94563
N -1.45238 0.10062 0.09604
N -1.27474 -1.17561 0.60928
C -0.02922 -1.43698 0.48109
N 0.64444 -0.46159 -0.04434
C 1.89299 -0.08391 -0.56305
N 1.80367 1.09752 -0.88209
N 0.47613 1.64296 -0.69595
C -0.13545 0.63355 -0.19422
H -2.63521 1.72603 0.08830
H 0.36109 -2.31247 1.09120
H 2.55001 -0.78028 -0.93190

Atoms 1-3, force components in eV/Å:
-1.4 1.4 -5.0
0.9 2.8 0.1
-1.1 0.9 1.0

Computed properties:
Spin multiplicity: 1
Orbital gap in eV: 9.68
SMILES: On1ncn2cnnc12
Net charge: 0
Highest occupied orbital energy in eV: -9.49



Entry 8:
# C26H22N7O4Ru

A molecular structure, C26H22N7O4Ru (ωB97M-V/def2-TZVPD, OMol25).

Atoms and positions in Å:
Ru -0.20797 0.18653 -0.30638
C 4.45422 -2.59690 -4.48166
C 3.79979 -1.80953 -3.38012
C 4.21359 -1.93503 -2.05589
C 3.55612 -1.27611 -1.03914
C 2.46885 -0.42911 -1.28565
N 1.75471 0.15056 -0.23381
C 2.44509 0.53617 0.91472
C 3.66128 1.22797 0.81538
C 4.31646 1.72976 1.92018
C 3.77434 1.59555 3.19742
C 4.44055 2.20540 4.40023
C 2.57699 0.91178 3.31220
C 1.93337 0.35696 2.20769
N 0.76361 -0.41438 2.46685
C 0.49927 -1.13432 3.58366
C -0.77832 -1.61990 3.47738
C -1.23812 -1.15794 2.23732
N -0.29987 -0.43972 1.64574
C 2.07957 -0.28234 -2.62025
C 2.72126 -0.98255 -3.63648
N 1.02886 0.60171 -3.00552
C 0.93306 1.28527 -4.16780
C -0.27632 1.93429 -4.17667
C -0.87327 1.59714 -2.95638
N -0.07663 0.79583 -2.26617
H 5.51988 -2.72564 -4.29244
H 4.33719 -2.10398 -5.44656
H 4.01071 -3.59154 -4.56140
H 5.04269 -2.58928 -1.81370
H 3.86495 -1.42764 -0.01318
H 4.08310 1.36908 -0.17195
H 5.25452 2.25602 1.78723
H 5.52564 2.18010 4.30156
H 4.17082 1.67596 5.31363
H 4.14652 3.24992 4.52468
H 2.11825 0.80677 4.28766
H 1.24315 -1.25861 4.34984
H -1.29911 -2.24333 4.18117
H -2.17283 -1.32766 1.72807
H 2.34667 -0.89465 -4.64873
H 1.73348 1.26684 -4.88540
H -0.67091 2.56655 -4.95135
H -1.82910 1.87380 -2.54416
O -3.93911 1.49556 0.62710
C -2.77426 1.34336 0.31802
O -2.26157 0.36567 -0.34942
C -1.76457 2.42068 0.69234
C -2.15602 3.62287 1.25222
C -1.19339 4.58281 1.51096
C 0.12933 4.30822 1.19423
C 0.44697 3.07975 0.64574
N -0.48347 2.15182 0.40930
H -3.20679 3.76541 1.46092
H -1.46714 5.53465 1.94665
H 0.91343 5.03143 1.36832
H 1.46484 2.81842 0.39047
O 0.22227 -3.70165 -0.80828
N 0.21729 -2.63051 -0.27673
O -0.22951 -1.66710 -1.06357

Atoms 1-3, force components in eV/Å:
0.1 0.0 0.0
0.0 0.0 0.0
0.0 0.0 0.0

Computed properties:
Spin multiplicity: 2
Orbital gap (spin up / spin down) in eV: 7.40 / 7.16
Net charge: 0
Highest occupied orbital energy (spin up / spin down) in eV: -7.29 / -7.66



Entry 9:
# C3H6NOP

A molecular structure, C3H6NOP (ωB97M-V/def2-TZVPD, OMol25).

Atoms and positions in Å:
C -0.94719 -0.13330 0.27689
C -0.47079 1.26599 -0.23743
C 0.16768 -1.18178 -0.14201
N 0.95971 1.37410 -0.10516
O 2.86642 -0.66740 0.22918
P 1.55901 -0.04554 -0.02224
H -0.89635 -0.14022 1.35405
H -2.03607 -0.37884 0.00853
H -0.84245 1.37754 -1.26888
H -0.93533 2.03005 0.35107
H 0.51835 -1.74791 0.67928
H 0.05702 -1.75269 -1.12331

Atoms 1-3, force components in eV/Å:
-0.7 -0.9 -0.8
-1.1 -1.1 -0.3
-0.9 1.2 -1.3

Computed properties:
Spin multiplicity: 1
Orbital gap in eV: 10.55
Net charge: 0
Highest occupied orbital energy in eV: -10.03



F_max / eV/Å: 3.23, 12.92, 2.94, 3.38, 3.25, 5.09, 5.90, 0.14, 2.00
ΔE to the lowest compared entry with this formula, charge and spin / kcal/mol: 22.15, 21.09, 64.80, 77.62, 106.53, 84.53, 91.14, 0.00, 3.52